[1]
The following is a quantum chemistry calculation of the molecule C14H21N3O2S, from the Open Molecules 2025 dataset.

Each line ends with the natural charge from an NBO analysis.
Atoms and positions in Å:
1 C -5.02340 -0.16345 0.78391  -0.41
2 N -4.06066 -1.12977 0.30816  -0.46
3 C -3.02982 -0.80569 -0.53993  0.80
4 O -2.61783 -1.57286 -1.39146  -0.66
5 N -2.47968 0.45040 -0.36799  -0.48
6 C -2.23864 0.99528 0.95955  -0.22
7 C -0.74578 1.22458 1.18536  -0.40
8 H -0.20831 0.29076 1.00733  0.21
9 H -0.56889 1.51665 2.22046  0.23
10 C -0.24332 2.32646 0.23924  -0.30
11 C 1.27964 2.27181 0.20380  0.69
12 O 1.96902 2.99567 0.89062  -0.62
13 N 1.79977 1.34243 -0.62845  -0.63
14 H 1.18701 0.73013 -1.14300  0.40
15 C 3.20744 1.02645 -0.64654  -0.26
16 C 3.45352 -0.40176 -0.28337  -0.20
17 C 4.51445 -1.19135 -0.59849  -0.26
18 C 4.40911 -2.49723 -0.06606  -0.25
19 C 3.26743 -2.68203 0.63989  -0.41
20 S 2.29671 -1.26396 0.68000  0.42
21 H 2.92421 -3.56378 1.14265  0.24
22 H 5.15165 -3.26132 -0.21030  0.22
23 H 5.34628 -0.85452 -1.19082  0.22
24 H 3.67720 1.70042 0.08111  0.26
25 H 3.63684 1.23252 -1.63511  0.21
26 C -0.93204 2.19373 -1.13061  -0.43
27 H -0.24270 2.45678 -1.93449  0.23
28 C -1.48146 0.79387 -1.37261  -0.21
29 H -1.97279 0.74428 -2.34869  0.22
30 H -0.68430 0.03700 -1.38403  0.18
31 H -1.76686 2.89512 -1.17875  0.22
32 H -0.49484 3.29836 0.67424  0.23
33 H -2.76804 1.94991 1.07688  0.18
34 H -2.61846 0.29320 1.70292  0.22
35 C -4.55650 -2.48694 0.25400  -0.41
36 H -4.82861 -2.80871 1.26051  0.19
37 H -3.77014 -3.12669 -0.13865  0.24
38 H -5.43312 -2.57102 -0.39678  0.18
39 H -4.74688 0.83746 0.46709  0.22
40 H -6.01036 -0.39396 0.36952  0.19
41 H -5.09671 -0.19230 1.87484  0.19

Forces on atoms 1 to 3 (eV/Å):
C -0.014 0.103 0.095
N -0.081 -0.142 0.023
C -0.118 0.094 0.122

HOMO level ... -8.788 eV
Largest force on an atom ... 0.64 eV Å⁻¹
HOMO-LUMO gap ... 0.3459 Ha
Charge ... 0
Calculated total energy ... -1259.037949 hartree
Energy above the lowest of the compared OMol25 structures with the same formula, charge and spin ... 0.731 eV

---

[2]
The following is a quantum chemistry calculation of a structure of composition C10H14BBeIN6, from the Open Molecules 2025 dataset.

Each line ends with the natural charge from an NBO analysis.
Atoms and positions in Å:
1 H 0.94510 0.51433 3.71613  0.24
2 N -0.24051 -0.02316 2.06511  -0.55
3 B -1.72586 -1.19304 0.39816  0.55
4 N -1.28043 -0.92036 1.86936  -0.31
5 C -1.61736 -1.45659 3.05665  0.02
6 Be 0.24599 0.93060 0.81970  1.52
7 H -2.45228 -2.13845 3.12002  0.23
8 C -0.75068 -0.95565 4.02688  -0.35
9 H -0.73002 -1.19010 5.07364  0.24
10 C 0.10813 -0.07071 3.36424  0.02
11 H -2.59982 -1.99601 0.29187  -0.02
12 C 3.95709 2.02128 -2.52268  -0.86
13 H 4.22223 3.04703 -2.80929  0.21
14 H 3.03946 2.03540 -1.91265  0.23
15 H 3.79592 1.42489 -3.43040  0.21
16 N -0.39367 -1.60678 -0.33820  -0.34
17 N -2.05305 0.20699 -0.20873  -0.31
18 N 0.66681 -0.73343 -0.26946  -0.41
19 N -1.08039 1.19079 -0.11369  -0.55
20 C -0.04643 -2.67638 -1.09192  -0.01
21 C -3.07388 0.67245 -0.95220  0.02
22 H -0.76934 -3.47358 -1.25752  0.22
23 H -3.94801 0.06043 -1.10768  0.23
24 C 1.26622 -2.49034 -1.51324  -0.36
25 C -2.75092 1.96205 -1.38164  -0.35
26 C 1.67968 -1.25145 -0.97044  -0.01
27 C -1.48952 2.24709 -0.84004  0.02
28 H 1.86412 -3.14901 -2.13010  0.23
29 H -3.33422 2.61215 -1.99944  0.24
30 H 2.61265 -0.71923 -1.03440  0.23
31 H -0.85172 3.11178 -0.92941  0.24
32 H 4.75065 1.59865 -1.94838  0.21
33 I 2.03407 2.40838 0.95975  -0.67

Forces on atoms 1 to 3 (eV/Å):
H -0.168 0.041 0.009
N -0.671 -0.946 1.515
B 1.183 0.520 -0.173

HOMO level ... -8.659 eV
Largest force on an atom ... 1.97 eV Å⁻¹
HOMO-LUMO gap ... 0.3399 Ha
Charge ... 0
Calculated total energy ... -1055.518323 hartree
Energy above the lowest of the compared OMol25 structures with the same formula, charge and spin ... 0.000 eV

---

[3]
The following is a quantum chemistry calculation of a structure of composition C3H10N2O2, from the Open Molecules 2025 dataset.

Each line ends with the natural charge from an NBO analysis.
Atoms and positions in Å:
1 C 0.45611 -0.81084 -1.03691  -0.45
2 C -0.46276 -1.04859 1.17493  -0.42
3 N 0.05328 -0.12108 0.17398  -0.28
4 N 1.54802 0.47238 0.95092  -0.11
5 O 2.50823 -0.27378 0.62581  -0.56
6 H 1.45464 -1.24239 -0.85149  0.26
7 H -0.58088 -0.51575 2.11525  0.22
8 H -1.42989 -1.45060 0.86377  0.20
9 H 0.54168 -0.10408 -1.86151  0.19
10 H -0.23855 -1.60839 -1.30211  0.20
11 H 0.25389 -1.85418 1.33277  0.23
12 C -0.84465 1.25274 -0.12295  0.12
13 O -1.84244 1.18788 -1.07744  -0.69
14 H -1.45286 1.21630 -1.96095  0.48
15 H -1.36243 1.40827 0.82201  0.19
16 H -0.16030 2.09105 -0.29385  0.17
17 H 1.55890 1.40106 0.44776  0.24

Forces on atoms 1 to 3 (eV/Å):
C -0.016 0.007 -0.082
C -0.577 0.540 0.084
N -1.772 2.020 -1.916

HOMO level ... -7.193 eV
Largest force on an atom ... 3.30 eV Å⁻¹
HOMO-LUMO gap ... 0.2803 Ha
Charge ... 0
Calculated total energy ... -380.127519 hartree
Energy above the lowest of the compared OMol25 structures with the same formula, charge and spin ... 5.691 eV

---

[4]
The following is a quantum chemistry calculation of a structure of composition C48H50N6O24S2, from the Open Molecules 2025 dataset.

Each line ends with the Mulliken charge.
Atoms and positions in Å:
1 C 2.96028 4.65561 -0.88569  0.00
2 C 3.29921 4.67873 0.62410  -0.10
3 O 4.29188 5.70046 0.77295  -0.40
4 S 4.20938 6.78956 -0.37016  1.02
5 O 5.49790 7.03410 -0.88952  -0.56
6 O 3.42054 7.88404 0.06516  -0.56
7 O 3.39162 5.91159 -1.40078  -0.28
8 H 1.89138 4.53530 -1.03202  0.08
9 H 3.52767 3.87470 -1.39003  0.20
10 H 3.66775 3.71607 0.96327  0.30
11 H 2.45822 4.99520 1.23900  0.27
12 C -1.51781 -3.55549 -4.10461  -0.16
13 C -1.71565 -2.03752 -4.10314  -0.55
14 O -0.64529 -1.62775 -3.27822  -0.24
15 S 0.68046 -2.34306 -3.76748  1.15
16 O 1.49048 -2.48974 -2.61979  -0.32
17 O 1.20190 -1.78546 -4.95869  -0.66
18 O -0.09300 -3.71035 -4.14127  -0.42
19 H -1.88298 -3.99170 -5.03185  0.39
20 H -1.94665 -4.05895 -3.23978  -0.01
21 H -2.63850 -1.62922 -3.70526  0.37
22 H -1.64215 -1.67966 -5.13671  0.37
23 C 1.13418 2.09380 4.91833  -0.38
24 C 0.94305 3.24357 5.66615  -0.62
25 C 1.99850 3.73076 6.42878  -0.34
26 C 3.24207 3.13978 6.30784  0.18
27 C 3.45067 2.01989 5.53198  -0.45
28 C 2.38630 1.49984 4.80554  -0.56
29 N 4.35651 3.68904 7.08770  0.95
30 O 4.08340 4.40666 8.02860  -0.58
31 O 5.47678 3.35602 6.76545  -0.58
32 H 0.31775 1.73609 4.29862  0.53
33 H -0.01850 3.73072 5.73040  0.44
34 H 1.81806 4.60677 7.03486  0.42
35 H 4.43101 1.56425 5.50133  0.44
36 H 2.53073 0.64612 4.15735  0.55
37 C -2.93041 -4.66141 4.58080  -0.53
38 C -3.87070 -4.38340 3.59017  -0.62
39 C -3.89515 -3.12404 3.01065  -0.20
40 C -3.00874 -2.15729 3.44001  0.02
41 C -2.05162 -2.43369 4.38640  -0.31
42 C -2.01881 -3.68339 4.97725  -0.70
43 N -3.04394 -0.84932 2.81336  1.07
44 O -2.53861 0.05886 3.42534  -0.57
45 O -3.58077 -0.76380 1.72735  -0.60
46 H -2.98631 -5.64035 5.04334  0.46
47 H -4.59956 -5.12926 3.30512  0.48
48 H -4.56277 -2.90572 2.18642  0.54
49 H -1.30488 -1.69553 4.65037  0.55
50 H -1.22085 -3.90651 5.67196  0.46
51 C 5.18532 -2.95711 -4.63306  -0.54
52 C 4.79005 -2.72265 -3.32811  -0.53
53 C 4.15644 -1.53338 -3.00481  -0.09
54 C 3.99932 -0.58166 -3.99329  -0.11
55 C 4.45084 -0.78304 -5.27626  -0.41
56 C 5.09983 -1.95959 -5.59540  -0.56
57 N 3.35356 0.67502 -3.63918  1.14
58 O 3.22471 0.95580 -2.46345  -0.55
59 O 2.99294 1.37839 -4.55673  -0.61
60 H 5.71825 -3.87831 -4.84384  0.41
61 H 4.83914 -3.49192 -2.56995  0.43
62 H 3.87407 -1.36961 -1.97679  0.52
63 H 4.26501 -0.00569 -6.00634  0.47
64 H 5.50633 -2.09827 -6.58624  0.40
65 C -3.25650 3.28530 0.09974  -0.32
66 C -2.76473 4.57892 0.24416  -0.68
67 C -3.19756 5.57491 -0.62128  -0.34
68 C -4.11569 5.23703 -1.58592  -0.10
69 C -4.65531 3.96992 -1.70074  -0.21
70 C -4.22746 2.98415 -0.83208  -0.63
71 N -4.51327 6.24832 -2.57813  1.03
72 O -5.14310 5.86410 -3.54608  -0.62
73 O -4.15370 7.39314 -2.39590  -0.60
74 H -2.91847 2.55033 0.81901  0.56
75 H -2.03990 4.81684 1.00695  0.47
76 H -2.77272 6.56843 -0.59803  0.48
77 H -5.42471 3.78338 -2.43499  0.44
78 H -4.72799 2.02769 -0.83680  0.48
79 C 0.58299 -5.12871 3.54716  -0.76
80 C 0.38166 -4.43217 2.36144  0.48
81 C 1.41368 -3.70985 1.80200  -0.50
82 C 2.64328 -3.68589 2.44578  -0.25
83 C 2.86863 -4.36385 3.62892  -0.72
84 C 1.80030 -5.04382 4.21684  -0.56
85 N 3.73645 -2.88548 1.88236  1.08
86 O 4.72751 -2.73215 2.54577  -0.61
87 O 3.55301 -2.38874 0.78200  -0.58
88 H -0.15985 -5.76455 4.01413  0.58
89 H -0.56594 -4.47399 1.84580  0.13
90 H 1.36750 -3.20289 0.84676  0.82
91 H 3.84370 -4.44920 4.08447  0.48
92 H 2.03785 -5.59988 5.11413  0.39
93 C -5.47318 -5.51193 -0.36948  -0.50
94 C -5.68904 -4.24513 -0.90200  -0.65
95 C -4.67605 -3.29731 -0.86652  -0.36
96 C -3.42888 -3.68132 -0.43602  -0.19
97 C -3.23244 -4.91625 0.15458  -0.09
98 C -4.25067 -5.85321 0.18758  -0.63
99 N -2.31961 -2.75067 -0.51017  1.16
100 O -1.27183 -3.06289 0.03991  -0.38
101 O -2.46763 -1.69254 -1.08724  -0.52
102 H -6.30094 -6.20929 -0.42601  0.40
103 H -6.66242 -3.98702 -1.29332  0.45
104 H -4.82933 -2.30051 -1.26048  0.54
105 H -2.24561 -5.12641 0.54411  0.29
106 H -4.11789 -6.75454 0.76898  0.47
107 O 1.27310 4.33112 -3.72211  -0.59
108 C 0.28212 3.71375 -3.90564  0.24
109 O -0.86906 3.94966 -3.22304  -0.20
110 C -1.95705 3.12944 -3.71782  0.27
111 C -1.41004 2.43289 -4.96787  -0.74
112 C 0.10193 2.47513 -4.76733  0.27
113 H -2.76004 3.80460 -4.01170  0.18
114 H -2.25458 2.50751 -2.87630  -0.05
115 H -1.62963 3.00122 -5.87171  0.32
116 H -1.75726 1.41237 -5.12817  0.27
117 H 0.70688 2.50237 -5.66601  0.55
118 H 0.46624 1.65380 -4.14298  -0.42
119 O 0.61631 2.93754 1.37035  -0.58
120 C 0.62806 1.82277 0.93710  -0.02
121 O 0.36735 0.75829 1.74268  -0.29
122 C 0.03825 -0.38910 0.93805  1.01
123 C 0.78453 -0.16997 -0.38854  1.60
124 C 0.83634 1.35933 -0.49516  0.89
125 H -1.03734 -0.52805 0.80680  -0.61
126 H 0.40035 -1.24264 1.50644  -0.46
127 H 0.29493 -0.75667 -1.15709  -0.74
128 H 1.80658 -0.52052 -0.21916  -0.24
129 H 0.02772 1.73929 -1.12314  -0.45
130 H 1.79024 1.76072 -0.82657  0.00

Forces on atoms 1 to 3 (eV/Å):
C 0.237 -0.326 0.733
C -0.714 0.538 -0.235
O 0.710 -0.382 0.110

HOMO level ... -9.741 eV
Largest force on an atom ... 1.36 eV Å⁻¹
HOMO-LUMO gap ... 0.2951 Ha
Charge ... 0
Calculated total energy ... -4789.190736 hartree
Energy above the lowest of the compared OMol25 structures with the same formula, charge and spin ... 0.000 eV

---

[5]
The following is a quantum chemistry calculation of a cluster of 5 separate species, C15H36O11P2 in total, from the Open Molecules 2025 dataset.

Each line ends with the natural charge from an NBO analysis.
Atoms and positions in Å:
1 C -1.00004 1.86534 -0.00409  -0.74
2 C -1.21100 3.24007 -0.55553  0.56
3 O -0.71803 4.28160 -0.02643  -0.56
4 C -2.15092 3.36312 -1.71742  -0.73
5 H -0.32748 1.27001 -0.70022  0.25
6 H -1.92164 1.21483 0.26638  0.25
7 H -0.39844 1.88568 1.10625  0.23
8 H -2.00942 4.35823 -2.31549  0.25
9 H -3.16605 3.04716 -1.35609  0.25
10 H -2.20688 2.55284 -2.31600  0.24
11 C -0.06488 1.01229 -4.12336  -0.70
12 C -1.01477 0.21302 -5.12599  0.59
13 O -2.29087 0.32246 -4.99571  -0.57
14 C -0.49532 -0.89100 -5.95158  -0.75
15 H -0.31351 0.64189 -3.07182  0.25
16 H -0.30241 2.07874 -4.45255  0.23
17 H 0.88184 0.95404 -4.42870  0.21
18 H -1.24361 -1.04420 -6.81254  0.24
19 H -0.43756 -1.98072 -5.68938  0.27
20 H 0.34933 -0.50085 -6.41529  0.22
21 C -0.95245 5.50339 3.39611  -0.61
22 C 0.42003 4.94322 3.78454  0.59
23 O 1.28140 5.58593 4.20640  -0.53
24 C 0.56471 3.47210 3.57441  -0.74
25 H -0.99397 6.55366 3.56588  0.22
26 H -1.69138 5.01517 4.25874  0.19
27 H -1.29406 5.26999 2.65808  0.17
28 H -0.24404 2.95285 4.22236  0.23
29 H 1.56627 3.14965 4.07788  0.23
30 H 0.35088 3.27154 2.43482  0.25
31 C 2.08647 -4.90247 -1.42432  -0.23
32 O 1.09178 -3.98488 -1.44861  -0.77
33 P 1.35414 -2.28858 -1.59594  2.61
34 O 1.81666 -2.04206 -2.87598  -1.16
35 O 0.05001 -1.47738 -1.37201  -0.82
36 C -1.16132 -1.90579 -2.08788  -0.26
37 O 2.35518 -1.55043 -0.59825  -0.82
38 C 2.62246 -0.15209 -0.77907  -0.27
39 H 2.81692 -4.58775 -2.07560  0.18
40 H 1.66658 -5.77640 -1.85998  0.18
41 H 2.44805 -5.19388 -0.42747  0.17
42 H -1.20334 -2.22511 -3.09158  0.21
43 H -1.84508 -1.09656 -1.96842  0.19
44 H -1.70850 -2.57640 -1.62542  0.19
45 H 1.64410 0.30403 -0.42721  0.18
46 H 2.94088 0.01405 -1.83270  0.23
47 H 3.09987 0.14862 0.10936  0.20
48 C 1.75789 0.11496 3.22122  -0.30
49 O 0.44768 -0.31351 2.70825  -0.81
50 P 0.15064 -1.85256 2.59786  2.57
51 O 0.61227 -2.43626 1.34877  -1.12
52 O 0.64767 -2.68940 3.91679  -0.81
53 C 0.55461 -4.08285 3.97852  -0.26
54 O -1.52222 -2.06349 2.74715  -0.81
55 C -2.24678 -2.03382 1.54321  -0.28
56 H 2.16500 1.13403 2.87574  0.22
57 H 2.70672 -0.43092 2.90466  0.21
58 H 1.61172 0.10803 4.35737  0.21
59 H 1.14243 -4.67319 3.13381  0.20
60 H -0.49360 -4.25615 3.67308  0.18
61 H 0.59902 -4.45726 4.98808  0.20
62 H -2.08049 -3.05025 1.34545  0.19
63 H -1.76310 -1.36961 0.60931  0.20
64 H -3.33005 -1.95669 1.93813  0.21

Forces on atoms 1 to 3 (eV/Å):
C 1.707 -1.992 3.376
C 0.400 3.225 1.471
O -1.179 -3.442 -1.527

HOMO level ... -9.370 eV
Largest force on an atom ... 18.71 eV Å⁻¹
HOMO-LUMO gap ... 0.3606 Ha
Charge ... 0
Calculated total energy ... -2103.292993 hartree
Energy above the lowest of the compared OMol25 structures with the same formula, charge and spin ... 2.360 eV